53
Properties=species:S:1:pos:R:3 method="wB97M-V/def2-TZVPD" smiles="C=CCBCCCF.c1ccncc1.c1ccncc1.c1ccncc1" charge=0 homo_ev=-8.8 homo_lumo_gap_ev=9.65
C -2.46826 -2.51523 -0.15745
C -1.99986 -3.73600 -0.37424
C -0.64747 -4.20234 0.08392
B -0.73034 -4.87456 1.49867
C 0.49178 -5.04560 2.46236
C 0.12395 -4.98608 3.95186
C -0.13083 -3.57796 4.43201
F 1.01118 -2.78921 4.26439
H -3.53135 -2.31048 -0.19300
H -1.78398 -1.70563 0.07766
H -2.61071 -4.47409 -0.89072
H -0.23704 -4.97064 -0.59044
H 0.06790 -3.37187 0.10122
H -1.79037 -5.30165 1.86963
H 0.84932 -6.06652 2.25329
H 1.30342 -4.34859 2.24054
H -0.81126 -5.53689 4.10090
H 0.88167 -5.46309 4.57813
H -0.38838 -3.55116 5.49274
H -0.93770 -3.10478 3.86290
N -0.07454 -0.17007 1.51068
C 0.71106 0.19173 0.49523
C 2.06963 0.43729 0.63625
C 2.64416 0.29635 1.88983
C 1.83828 -0.08445 2.95016
C 0.49016 -0.30324 2.70856
H 0.21811 0.29989 -0.46294
H 2.65919 0.73014 -0.22264
H 3.70161 0.47650 2.03761
H 2.23921 -0.21434 3.94605
H -0.16492 -0.60675 3.51730
N -1.62640 1.76534 -1.26454
C -2.76668 1.81666 -0.57925
C -3.90297 2.46443 -1.04070
C -3.85060 3.09498 -2.27428
C -2.66860 3.05076 -2.99549
C -1.58998 2.37095 -2.44974
H -2.76265 1.31327 0.38195
H -4.80476 2.47332 -0.44347
H -4.71663 3.61364 -2.66557
H -2.57481 3.53193 -3.95919
H -0.64692 2.31636 -2.98212
N 1.07219 4.51701 -3.62547
C 1.82592 4.92555 -4.64371
C 3.18003 5.20482 -4.53259
C 3.78573 5.05309 -3.29567
C 3.01311 4.62945 -2.22664
C 1.66644 4.37514 -2.44213
H 1.32011 5.03470 -5.59690
H 3.74151 5.53214 -5.39704
H 4.84021 5.26116 -3.16742
H 3.44008 4.49713 -1.24170
H 1.03201 4.03745 -1.62879

=====

76
Properties=species:S:1:pos:R:3 method="wB97M-V/def2-TZVPD" charge=0 homo_ev=-9.8 homo_lumo_gap_ev=10.10
C -2.25162 0.84968 1.24753
C -1.67079 -0.49083 0.82957
Br -1.71498 -0.58651 -1.12841
C -0.20847 -0.75673 1.28168
Br -0.05824 -2.62557 1.86286
Si 0.46566 0.31613 2.69076
S 1.58542 1.96583 1.64745
O 2.81771 2.19750 2.36414
O 1.66832 1.64488 0.24098
C 0.63550 3.59531 1.82767
F 1.40117 4.42357 2.56279
F -0.50230 3.35281 2.51143
C 0.27274 4.32275 0.50037
F -0.18844 3.46447 -0.42205
F -0.72777 5.20182 0.78817
C 1.45683 5.14726 -0.08625
F 2.60606 4.48793 0.06511
F 1.55937 6.32346 0.51179
F 1.25669 5.35331 -1.38362
H -2.44907 0.87984 2.32227
H -3.21738 0.97604 0.74672
H -1.63218 1.69239 0.93070
H -2.30535 -1.29196 1.20387
H 0.44166 -0.68596 0.40991
H 1.51584 -0.36861 3.43926
H -0.55040 0.88264 3.58444
C 5.99460 6.46484 -0.17446
C 5.61373 5.51807 -1.29596
O 6.49714 5.92273 -2.34608
C 7.57472 6.52910 -1.79196
O 8.56016 6.82936 -2.37973
O 7.36606 6.74463 -0.47027
H 5.90589 6.02586 0.81534
H 5.43077 7.39882 -0.20830
H 5.81675 4.47540 -1.04690
H 4.58017 5.61587 -1.61547
C 0.70180 -2.62602 -5.13285
C 0.14086 -3.95291 -5.60987
O -0.51254 -4.44224 -4.43137
C -0.81637 -3.38214 -3.63969
O -1.51630 -3.43877 -2.68300
O -0.22496 -2.26116 -4.10410
H 0.72293 -1.85926 -5.90183
H 1.69406 -2.72575 -4.69116
H -0.60293 -3.83173 -6.39994
H 0.89997 -4.65891 -5.93397
C -6.62792 1.29558 3.52725
C -6.35026 2.78673 3.48153
O -5.07027 2.87360 4.11829
C -4.45315 1.67902 4.00275
O -3.31278 1.47457 4.27149
O -5.30545 0.74529 3.52537
H -7.18569 0.92723 2.67114
H -7.13019 0.99198 4.44675
H -6.25847 3.16293 2.46160
H -7.07704 3.38461 4.02370
C 4.16432 -5.05084 4.14319
C 3.54033 -4.30996 5.31133
O 3.38907 -2.98927 4.78306
C 3.34406 -3.06954 3.43163
O 3.05194 -2.17337 2.71179
O 3.66435 -4.31816 3.02088
H 3.86074 -6.09155 4.07311
H 5.25371 -4.98922 4.14418
H 2.55425 -4.69810 5.57155
H 4.16589 -4.28647 6.19920
C -4.59830 -4.80747 -4.67529
C -3.40802 -5.74259 -4.60105
O -3.81992 -6.82077 -5.45358
C -4.74233 -6.35053 -6.32390
O -5.15371 -6.94523 -7.26538
O -5.12977 -5.09978 -5.97300
H -4.33040 -3.75679 -4.60596
H -5.35787 -5.03530 -3.92578
H -2.50232 -5.29748 -5.00569
H -3.20728 -6.10634 -3.59771

=====

63
Properties=species:S:1:pos:R:3 method="wB97M-V/def2-TZVPD" s2=2.016 spin_multiplicity=3 charge=+1 homo_ev="-8.2 / -10.5" homo_lumo_gap_ev="5.88 / 7.79"
Ti -0.04059 -0.26127 -0.19037
C 0.12760 -1.14863 4.21461
O 0.77366 -2.24423 3.53258
C 0.71810 -2.22308 2.22069
O 0.02416 -1.42673 1.58333
N 1.48840 -3.16465 1.65450
N 1.56259 -3.21117 0.26699
H 0.28236 -1.33729 5.27056
H -0.93411 -1.12293 3.98016
H 0.59376 -0.20963 3.92243
H 2.11435 -3.69716 2.23994
H 1.37346 -4.14861 -0.06073
H 2.47244 -2.90128 -0.05154
N -2.74905 -0.68761 1.86591
C -2.81807 0.50826 1.25120
N -3.89164 1.23711 1.50628
C -3.94344 2.43021 0.88439
N -5.00874 3.20131 1.15995
N -3.05616 2.88351 0.00699
C -1.99633 2.09339 -0.19902
N -1.79638 0.89027 0.43968
C -1.02119 2.43870 -1.17147
C -1.00349 3.67189 -1.85731
C -0.01625 3.91979 -2.76759
C 0.98114 2.93738 -2.99194
C 0.93596 1.77291 -2.28028
N -0.04034 1.49140 -1.38310
H -3.58304 -1.00825 2.32524
H -2.04226 -1.34638 1.59204
H -5.62268 2.92274 1.90376
H -5.02734 4.14451 0.81721
H -1.77586 4.39345 -1.63143
H 0.02092 4.86121 -3.29855
H 1.78706 3.11263 -3.68971
H 1.69570 1.01064 -2.39669
Br 6.21285 1.39854 2.06097
C 4.47794 0.96499 1.42612
C 3.37047 1.57907 1.98553
C 2.10344 1.24636 1.51760
C 1.91212 0.31349 0.49493
C 3.06071 -0.27085 -0.04901
C 4.33769 0.04192 0.40382
H 3.49804 2.30971 2.77369
H 1.24757 1.74547 1.96600
H 2.97287 -0.97442 -0.87524
H 5.21315 -0.41677 -0.03727
O 0.30930 -1.27869 -2.01725
C -0.93310 -1.26159 -2.20133
O -1.75992 -1.50460 -1.28484
C -1.48572 -0.64774 -3.49057
N -2.69424 0.16105 -3.06919
C -3.80215 -0.07916 -4.05944
C -3.10329 -0.73986 -5.24332
C -2.01980 -1.58495 -4.56819
H -0.73832 0.03886 -3.88399
H -2.44695 1.14955 -2.97550
H -2.92029 -0.19015 -2.12565
H -4.30483 0.85759 -4.28030
H -4.50827 -0.76639 -3.59819
H -2.65524 0.00940 -5.89789
H -3.79736 -1.33372 -5.83325
H -1.22798 -1.89755 -5.24407
H -2.45837 -2.47610 -4.11382